No. 1
Formula: C21H40N4O5
Source: OMol25
Level of theory: ωB97M-V/def2-TZVPD

Its calculated total energy is -1418.49566 Ha. The calculation puts the HOMO-LUMO gap at 8.2 eV. The largest force on an atom comes out at 12.560 eV/Å. The value obtained for the lowest unoccupied orbital energy is -0.1 eV. Its HOMO energy is -8.3 eV.

Structure (ORCA input):
```
! RIJCOSX wB97M-V def2-TZVPD def2/J DEFGRID3
* xyz 0 1
H 12.10 7.61 14.07
C 8.29 14.81 11.02
H 9.21 8.40 16.20
H 16.08 12.98 12.47
O 6.64 9.14 15.06
C 12.34 8.08 12.09
H 13.41 10.70 13.30
H 11.26 13.86 13.01
C 10.63 11.23 14.09
H 8.78 11.32 15.08
O 11.29 10.20 14.22
H 7.74 10.62 14.78
H 9.85 13.66 11.78
H 6.00 10.38 14.72
H 11.72 16.28 9.95
H 15.32 14.93 15.09
H 8.75 12.00 13.34
H 11.72 12.61 12.84
H 12.46 16.04 13.14
C 15.02 12.89 12.67
H 13.40 16.60 11.77
O 11.17 12.77 11.21
H 6.98 10.20 13.30
N 6.63 13.33 13.69
H 11.03 8.90 13.67
C 6.73 12.23 13.92
N 12.52 13.73 14.00
H 10.81 13.49 13.86
C 9.18 11.31 14.07
H 13.79 15.11 12.48
H 12.38 11.88 12.58
H 14.15 14.58 16.39
H 12.91 10.36 11.67
C 12.93 15.72 12.21
H 5.44 8.14 17.08
H 12.10 12.56 14.60
O 7.30 15.47 11.22
C 8.63 9.31 16.37
H 8.95 9.54 17.39
H 6.82 8.25 18.14
H 12.81 9.29 13.70
H 12.82 15.02 9.36
H 15.13 12.60 13.71
C 13.28 14.27 14.65
C 6.51 7.94 17.14
H 14.54 13.87 12.63
H 8.94 10.35 13.60
C 6.84 10.82 14.19
H 6.60 6.89 16.86
C 12.04 8.54 13.50
C 7.20 8.89 16.13
C 8.84 14.58 9.65
H 9.42 15.47 9.39
O 14.94 11.52 10.66
C 11.96 15.21 10.00
C 11.32 12.52 13.85
C 8.89 14.03 12.15
H 8.98 10.08 15.68
C 14.28 15.04 15.41
C 13.17 11.18 12.35
H 13.96 16.07 15.47
H 11.20 14.65 9.46
H 9.11 14.66 13.01
H 8.33 13.14 12.44
C 14.39 11.85 11.71
C 11.39 13.85 11.92
H 8.01 14.35 8.99
N 12.70 7.72 11.02
N 11.97 14.92 11.43
H 9.64 13.83 9.72
*
```

Results of the natural (NBO) charge analysis, in e, for atoms 1 through 2: number 1, H, carries 0.238; number 2, C, carries 0.592

***

No. 2
Formula: C21H41AlBr12N2O5P
Source: OMol25
Level of theory: ωB97M-V/def2-TZVPD

Its calculated total energy is -32782.17969 Ha. The calculation puts the HOMO-LUMO gap at 5.1 eV. The largest force on an atom comes out at 8.237 eV/Å. The value obtained for the lowest unoccupied orbital energy is 0.5 eV. Its HOMO energy is -4.6 eV.

Structure (ORCA input):
```
! RIJCOSX wB97M-V def2-TZVPD def2/J DEFGRID3
* xyz -1 1
C 0.36 -3.93 -1.81
Br -8.88 7.71 1.82
H 0.77 -0.73 -0.89
Br -0.15 5.02 4.66
Br -1.44 2.23 3.68
C -1.24 3.49 5.15
H 8.26 -0.54 0.50
O -1.89 -0.06 -0.38
H 6.04 2.65 0.23
H 3.14 -0.83 -3.08
H 0.37 -4.06 -2.97
Br -12.81 8.41 0.25
H 6.69 1.11 1.15
C -2.34 -3.67 -1.23
H -2.45 -4.51 -2.05
H 6.95 -1.85 1.04
C 7.96 -1.70 0.45
C -5.18 5.32 0.94
C -5.14 -1.83 0.27
C 5.35 0.62 -0.70
Br -5.83 8.20 2.73
C 2.88 -3.37 1.66
H 8.26 -1.28 -1.80
H -3.04 -1.70 -2.32
H 5.75 -6.24 0.94
H 4.51 -5.63 2.21
H 4.43 -3.78 -2.52
C -7.64 7.77 3.31
C 7.75 -2.12 -1.15
H -5.15 -1.70 1.44
H 8.28 -3.17 -1.34
H 3.78 -2.59 1.58
C 1.82 -1.13 -0.55
Br -10.60 9.69 -1.71
H -5.36 6.18 1.60
H -0.91 -2.03 -1.93
O 3.95 -5.86 -1.02
N -3.70 -1.67 -0.17
H 7.44 1.67 -0.58
H -0.71 2.96 5.95
H 4.03 -1.80 -4.43
H -4.40 -2.93 -1.85
Br -5.39 5.97 -0.88
C 3.83 -5.11 0.10
H 2.63 -0.39 -1.01
H 0.26 -5.00 -1.30
H 1.88 -0.97 0.62
O 6.69 -1.31 -3.88
C 5.06 -5.31 1.21
O 5.75 0.46 -2.10
H -12.62 8.32 -2.23
C -0.84 -2.99 -1.22
Br -7.69 6.14 4.37
Br -2.96 4.04 5.88
H 8.86 -2.29 0.93
C -3.22 -0.24 -0.17
H -5.55 -2.90 0.01
H -5.20 0.95 0.40
C -3.41 -2.40 -1.46
H -7.96 8.59 3.97
H -3.56 1.79 0.80
H 3.00 -4.06 2.62
Br -3.37 4.71 1.28
H -0.62 -2.63 -0.11
H 1.86 -2.78 1.85
H 4.32 1.20 -0.67
P 5.70 -1.21 -2.62
H -2.60 -4.14 -0.18
C 3.92 -1.68 -3.25
C 6.46 1.56 0.09
H 2.90 -3.69 -3.61
Br -6.50 3.97 1.39
H 5.66 -4.32 1.40
N 2.67 -4.18 0.40
Al 2.15 -3.11 -1.11
C -11.87 8.24 -1.44
H 5.19 -0.38 -0.11
H -5.86 -1.06 -0.28
H -4.10 1.77 -1.01
C -4.12 1.11 -0.01
Br -11.02 6.50 -1.63
O 6.32 -2.33 -1.43
C 3.45 -3.16 -2.70
*
```

Results of the Löwdin charge analysis, in e, for atoms 1 through 2: number 1, C, carries -0.250; number 2, Br, carries 0.547

***

Among the records above, which one has the highest HOMO energy? C21H41AlBr12N2O5P

***

Which value of HOMO energy does entry 1 give? -8.3 eV

***

Which value of HOMO energy does entry 2 give? -4.6 eV